Computed, not measured: a cluster of 13 separate species, C78H61O24S2 in total in a non-equilibrium geometry, with ωB97M-V/def2-TZVPD.

Calculated values
LUMO level in eV: -3.88
Total charge: +1
Total energy in Eh: -5610.273950
HOMO level in Ha: -0.4112
Molecular weight in g mol⁻¹: 1446.5
F_max in eV/Å: 1.8
Kohn-Sham gap in eV: 7.312

Structure (XYZ):
```
165
Properties=species:S:1:pos:R:3:mulliken_charge:R:1
C 0.728 3.307 4.580 -1.014
C 1.308 2.159 4.770 -0.294
C 1.395 1.093 3.771 -0.425
S 0.645 -0.373 4.486 0.143
C -1.029 -0.550 3.821 -0.279
C -1.936 0.469 4.468 -1.111
C -2.155 1.661 3.569 -0.398
S -3.009 1.224 2.033 -0.271
H 0.809 3.863 3.669 0.356
H 0.121 3.724 5.349 0.333
H 1.760 1.909 5.701 0.446
H 2.420 0.807 3.589 0.457
H 0.944 1.347 2.835 0.438
H 1.344 -1.446 3.990 0.312
H -0.953 -0.404 2.765 0.014
H -1.347 -1.560 3.973 0.621
H -2.867 -0.017 4.652 0.283
H -1.502 0.844 5.374 0.639
H -2.699 2.408 4.095 0.643
H -1.193 2.037 3.298 0.003
H -2.017 1.233 1.151 0.190
C 1.620 -1.327 -0.475 -0.360
C 1.398 -1.796 0.750 -0.423
C 2.514 -2.007 1.697 0.317
O 2.314 -2.422 2.836 -0.871
C 3.878 -1.691 1.250 -0.549
C 4.114 -1.225 0.028 -0.099
C 3.002 -1.006 -0.930 0.235
O 3.205 -0.577 -2.043 -0.620
H 0.822 -1.160 -1.184 0.537
H 0.402 -2.039 1.104 0.720
H 4.673 -1.860 1.966 0.593
H 5.121 -0.989 -0.313 0.582
C -5.832 -2.541 4.546 -0.337
C -7.096 -2.454 4.949 -0.358
C -7.457 -2.572 6.388 0.328
O -8.605 -2.494 6.756 -0.519
C -6.348 -2.792 7.356 -0.355
C -5.085 -2.879 6.950 -0.400
C -4.730 -2.759 5.515 0.467
O -3.574 -2.835 5.144 -0.565
H -5.548 -2.459 3.504 0.489
H -7.916 -2.294 4.261 0.424
H -6.631 -2.875 8.397 0.413
H -4.264 -3.039 7.637 0.423
C 7.302 1.679 -0.217 -0.191
C 7.976 2.781 0.095 -0.524
C 9.083 2.753 1.088 0.301
O 9.693 3.757 1.375 -0.539
C 9.408 1.444 1.714 -0.427
C 8.733 0.343 1.400 -0.358
C 7.631 0.377 0.412 0.395
O 7.011 -0.631 0.126 -0.518
H 6.493 1.676 -0.937 0.473
H 7.755 3.743 -0.352 0.428
H 10.218 1.444 2.433 0.432
H 8.952 -0.620 1.845 0.454
C 5.584 -6.095 -1.588 -0.510
C 6.536 -6.462 -2.444 -0.402
C 7.373 -5.458 -3.150 0.285
O 8.235 -5.795 -3.931 -0.550
C 7.114 -4.022 -2.868 -0.568
C 6.167 -3.652 -2.014 -0.048
C 5.333 -4.659 -1.309 0.381
O 4.470 -4.316 -0.522 -0.490
H 4.964 -6.800 -1.060 0.584
H 6.742 -7.498 -2.667 0.510
H 7.736 -3.308 -3.394 0.453
H 5.962 -2.612 -1.793 0.357
C -3.989 5.206 2.848 -0.224
C -3.100 4.836 1.934 -0.032
C -2.358 5.837 1.131 0.155
O -1.547 5.489 0.297 -0.625
C -2.641 7.272 1.387 -0.642
C -3.527 7.643 2.307 -0.174
C -4.270 6.638 3.110 0.191
O -5.069 6.969 3.959 -0.642
H -4.540 4.492 3.448 0.540
H -2.871 3.795 1.743 0.450
H -2.087 7.985 0.791 0.451
H -3.747 8.683 2.514 0.484
C -4.024 3.770 -1.592 -0.500
C -4.418 2.728 -0.866 0.436
C -5.489 1.816 -1.342 0.286
O -5.843 0.866 -0.675 -0.565
C -6.110 2.112 -2.656 -0.497
C -5.721 3.155 -3.382 -0.473
C -4.644 4.065 -2.912 0.356
O -4.287 5.013 -3.575 -0.572
H -3.242 4.448 -1.265 0.560
H -3.993 2.488 0.103 0.025
H -6.891 1.435 -2.981 0.467
H -6.161 3.391 -4.343 0.481
C 0.151 -3.415 -5.164 -0.440
C -0.028 -3.218 -3.862 -0.410
C -0.681 -1.984 -3.357 0.547
O -0.842 -1.802 -2.164 -0.651
C -1.126 -0.978 -4.350 -0.565
C -0.945 -1.174 -5.652 -0.412
C -0.295 -2.406 -6.162 0.340
O -0.135 -2.584 -7.350 -0.580
H 0.624 -4.305 -5.558 0.510
H 0.288 -3.937 -3.116 0.489
H -1.600 -0.088 -3.960 0.582
H -1.259 -0.454 -6.394 0.552
C -1.296 8.604 8.257 -0.330
C -1.196 7.520 7.494 -0.479
C -2.159 7.264 6.395 0.520
O -2.065 6.271 5.695 -0.421
C -3.237 8.259 6.175 -0.154
C -3.337 9.345 6.936 -0.505
C -2.375 9.605 8.039 0.273
O -2.461 10.592 8.733 -0.531
H -0.605 8.811 9.065 0.415
H -0.417 6.780 7.635 0.408
H -3.923 8.041 5.364 0.354
H -4.115 10.084 6.794 0.454
C -2.114 -4.312 -9.482 -0.335
C -2.619 -5.396 -8.902 -0.311
C -3.689 -6.195 -9.554 0.339
O -4.150 -7.181 -9.022 -0.539
C -4.172 -5.738 -10.883 -0.371
C -3.668 -4.654 -11.465 -0.383
C -2.599 -3.854 -10.811 0.313
O -2.139 -2.866 -11.341 -0.546
H -1.335 -3.718 -9.022 0.561
H -2.282 -5.748 -7.935 0.453
H -4.950 -6.334 -11.340 0.411
H -4.007 -4.303 -12.431 0.416
C 5.661 4.843 7.112 -0.335
C 5.839 4.049 6.060 -0.365
C 5.903 2.573 6.211 0.436
O 6.061 1.848 5.250 -0.576
C 5.760 2.016 7.581 -0.410
C 5.582 2.808 8.633 -0.312
C 5.516 4.287 8.483 0.360
O 5.349 5.009 9.440 -0.534
H 5.612 5.921 7.024 0.430
H 5.946 4.434 5.054 0.441
H 5.811 0.938 7.667 0.438
H 5.477 2.424 9.640 0.429
C -4.242 2.350 -8.465 -0.375
C -3.480 2.273 -7.377 -0.409
C -3.738 1.254 -6.332 0.425
O -3.044 1.184 -5.336 -0.511
C -4.873 0.322 -6.539 -0.349
C -5.636 0.396 -7.625 -0.444
C -5.381 1.417 -8.677 0.330
O -6.074 1.485 -9.665 -0.542
H -4.074 3.086 -9.241 0.430
H -2.646 2.942 -7.203 0.470
H -5.039 -0.413 -5.760 0.536
H -6.469 -0.273 -7.797 0.453
C 3.626 -8.857 -4.495 -0.254
C 2.596 -9.270 -5.227 -0.469
C 1.410 -9.910 -4.598 0.326
O 0.473 -10.287 -5.263 -0.537
C 1.421 -10.069 -3.119 -0.434
C 2.452 -9.654 -2.389 -0.382
C 3.633 -9.016 -3.020 0.508
O 4.574 -8.632 -2.354 -0.510
H 4.499 -8.389 -4.933 0.468
H 2.569 -9.164 -6.304 0.432
H 0.549 -10.537 -2.681 0.410
H 2.481 -9.760 -1.312 0.422
```